{"formula": "C3H4N5", "method": "wB97M-V/def2-TZVPD", "orbital_gap_ev": 6.515, "charge": 1, "total_energy_ha": -389.99806, "lumo_ev": -8.367, "symbols": ["C", "H", "N", "H", "C", "N", "C", "N", "N", "N", "H", "H"], "xyz": [[-1.983008, 0.032211, -0.459904], [2.601040, 1.641366, -0.468030], [-2.764720, 0.524173, 0.402876], [1.315893, -2.148352, 0.706296], [1.370936, -1.023007, 0.379910], [2.390788, -0.310214, 0.161380], [0.590934, 0.929832, -0.373906], [1.907763, 0.974855, -0.279238], [-0.967003, -0.720381, 0.013387], [0.205219, -0.298865, 0.165820], [-2.651726, 0.180344, 1.345712], [-2.016117, 0.218036, -1.594309]], "forces_ev_per_a": [[-1.214, 2.515, -2.082], [0.710, 1.325, -0.593], [-0.117, -0.530, -0.974], [0.405, 2.533, -0.646], [1.187, -4.100, 2.071], [0.585, -0.162, 0.000], [0.856, 4.766, -1.089], [-3.557, -4.146, 1.274], [2.076, -2.441, 1.755], [-1.060, 0.412, -2.057], [0.171, -0.038, 0.596], [-0.043, -0.133, 1.746]]}